Entry from OMol25: an isolated molecule of C2H3N3O2 (ωB97M-V with the def2-TZVPD basis set).

Its total charge is 0. The value obtained for the lowest unoccupied orbital energy is 0.5 eV. The energy above the lowest of the compared OMol25 structures with the same formula, charge and spin comes out at 128.44 kcal/mol. As for the total energy: -392.5889 a.u. The max |F| is 4.43 eV/A. As for the structure (SMILES): N/N=c1/ocno1. The molecular weight comes out at 101.06 g mol⁻¹.

```
10
Properties=species:S:1:pos:R:3:forces:R:3:mulliken_charge:R:1
N -1.26567 -1.00080 2.17473 0.3 0.3 -1.3 -0.406
O 0.11019 1.22463 -0.41216 -2.3 1.3 1.1 -0.289
O 0.57616 -0.92949 -0.61113 -2.5 0.7 1.8 -0.178
N 1.15074 -0.19524 -1.62163 1.4 -3.2 -1.0 -0.216
H -0.46654 -1.60026 2.31734 -0.3 -0.2 0.4 0.227
C -0.37414 0.01983 0.10768 2.2 -0.1 3.8 0.417
N -0.91667 0.10053 1.36051 0.5 -0.8 -3.6 -0.211
H -1.93584 -0.86328 2.96876 1.5 0.5 -1.4 0.231
H 1.07967 1.68057 -2.37989 -0.3 -0.6 2.6 0.335
C 0.88299 0.99524 -1.46020 -0.4 2.1 -2.4 0.090
```
Positions in Å, forces in eV/Å.